No. 1
Here is a molecular structure, C36H33NO2PRbS at a distorted geometry from the OMol25 dataset. Energies are from wB97M-V/def2-TZVPD.

CARTESIAN COORDINATES (ANGSTROEM)
Rb1 -15.303 12.402 -7.995
O1 -16.437 15.417 -7.874
C1 -17.625 15.544 -8.675
C2 -18.622 14.613 -8.006
C3 -19.580 15.023 -7.071
C4 -20.352 14.014 -6.480
C5 -20.060 12.677 -6.714
C6 -19.084 12.391 -7.683
N1 -18.471 13.321 -8.400
H1 -15.996 16.282 -7.968
H2 -17.493 15.219 -9.709
H3 -17.984 16.593 -8.687
H4 -19.637 16.086 -6.788
H5 -21.126 14.215 -5.741
H6 -20.644 11.871 -6.234
H7 -18.847 11.373 -7.988
C7 -10.793 6.474 -9.328
C8 -11.853 6.205 -8.482
C9 -12.957 7.039 -8.505
C10 -13.024 8.156 -9.348
C11 -12.016 8.344 -10.303
C12 -10.894 7.545 -10.263
P1 -14.275 9.450 -9.357
C13 -15.528 8.764 -8.199
C14 -16.829 8.430 -8.608
C15 -17.603 7.691 -7.675
C16 -17.096 7.293 -6.403
C17 -15.808 7.680 -6.049
C18 -15.099 8.504 -6.896
C19 -14.907 9.052 -10.952
C20 -14.532 8.039 -11.828
C21 -15.095 7.969 -13.145
C22 -15.989 8.883 -13.560
C23 -16.131 10.146 -12.814
C24 -16.851 11.282 -13.175
C25 -16.781 12.414 -12.401
C26 -16.247 12.418 -11.144
C27 -15.697 11.293 -10.573
C28 -15.678 10.143 -11.431
H8 -9.852 5.914 -9.238
H9 -11.733 5.346 -7.860
H10 -13.810 6.716 -7.948
H11 -12.114 9.138 -10.996
H12 -10.107 7.604 -11.060
H13 -17.108 8.622 -9.649
H14 -18.598 7.458 -7.966
H15 -17.706 6.778 -5.698
H16 -15.470 7.366 -5.113
H17 -14.205 9.016 -6.564
H18 -13.878 7.245 -11.526
H19 -14.731 7.238 -13.860
H20 -16.608 8.894 -14.466
H21 -17.581 11.210 -13.991
H22 -17.124 13.365 -12.835
H23 -16.222 13.414 -10.646
C29 -17.260 17.664 -0.802
C30 -16.941 16.432 -1.604
C31 -16.637 16.511 -2.985
C32 -16.436 15.380 -3.782
C33 -16.478 14.135 -3.166
C34 -16.852 14.006 -1.815
C35 -17.025 15.136 -1.031
S1 -16.288 12.611 -3.975
C36 -15.032 11.815 -2.958
O2 -15.531 12.822 -5.315
H24 -16.525 17.697 0.033
H25 -18.269 17.688 -0.315
H26 -17.165 18.567 -1.397
H27 -16.553 17.524 -3.448
H28 -16.198 15.428 -4.872
H29 -16.998 13.007 -1.404
H30 -17.406 14.963 -0.032
H31 -14.122 12.438 -3.025
H32 -14.888 10.872 -3.449
H33 -15.318 11.605 -1.924

Calculated values
- Gap between HOMO and LUMO: 0.206 Eh
- Calculated total energy: -2360.3325 Eh
- Energy relative to the best compared isomer or geometry (same formula, charge and spin): 126.9 kJ/mol

These are the Mulliken partial charges, in e, on atoms 1 to 6:
1. Rb 0.938
2. O -0.308
3. C -0.678
4. C 0.616
5. C -0.690
6. C -0.299

No. 2
Here is a single C18H20N4OS molecule from the OMol25 dataset. Energies are from wB97M-V/def2-TZVPD.

CARTESIAN COORDINATES (ANGSTROEM)
C1 2.960 -2.498 1.060
C2 1.511 -2.972 1.099
N1 0.603 -1.890 1.395
C3 0.299 -1.532 2.646
S1 0.832 -2.313 3.996
N2 -0.456 -0.400 2.837
N3 -1.220 0.198 1.837
C4 -2.402 -0.333 1.398
O1 -2.749 -1.456 1.666
C5 -3.205 0.629 0.537
C6 -2.770 0.580 -0.939
N4 -1.365 0.818 -1.109
C7 -0.417 -0.118 -1.459
C8 -0.567 -1.462 -1.780
C9 0.561 -2.167 -2.155
C10 1.817 -1.565 -2.200
C11 1.978 -0.236 -1.861
C12 0.858 0.497 -1.490
C13 0.657 1.870 -1.121
C14 1.512 2.954 -0.969
C15 0.974 4.174 -0.611
C16 -0.398 4.324 -0.418
C17 -1.268 3.260 -0.562
C18 -0.732 2.025 -0.906
H1 3.615 -3.331 0.820
H2 3.087 -1.721 0.310
H3 3.242 -2.102 2.032
H4 1.221 -3.400 0.138
H5 1.392 -3.724 1.883
H6 0.296 -1.311 0.627
H7 -0.838 -0.345 3.777
H8 -0.967 1.153 1.614
H9 -3.096 1.642 0.925
H10 -4.252 0.334 0.598
H11 -3.336 1.333 -1.500
H12 -3.005 -0.402 -1.352
H13 -1.529 -1.951 -1.746
H14 0.464 -3.207 -2.427
H15 2.672 -2.149 -2.504
H16 2.950 0.233 -1.895
H17 2.573 2.840 -1.129
H18 1.620 5.030 -0.486
H19 -0.791 5.294 -0.152
H20 -2.330 3.399 -0.425

Calculated values
- Gap between HOMO and LUMO: 0.303 Eh
- Calculated total energy: -1390.4116 Eh
- Energy relative to the best compared isomer or geometry (same formula, charge and spin): 8.8 kJ/mol
- SMILES: CCNC(=S)NNC(=O)CCn1c2ccccc2c2ccccc21

These are the Mulliken partial charges, in e, on atoms 1 to 6:
1. C -0.927
2. C -0.829
3. N 0.103
4. C 0.282
5. S -0.430
6. N -0.468

No. 3
Here is a molecular structure, C47H52BiI2N10O4S2Se from the OMol25 dataset. Energies are from wB97M-V/def2-TZVPD.

CARTESIAN COORDINATES (ANGSTROEM)
Bi1 -0.813 -0.562 0.122
N1 1.430 0.091 2.624
C1 0.767 -0.232 1.738
I1 -3.119 0.236 1.707
I2 -5.424 0.651 3.312
O1 1.260 1.305 -3.374
C2 0.326 2.242 -3.608
C3 0.339 2.825 -4.879
C4 -0.568 3.812 -5.205
C5 -1.513 4.246 -4.281
C6 -1.521 3.676 -3.024
C7 -0.617 2.677 -2.663
C8 -0.740 2.107 -1.285
O2 -1.503 2.564 -0.454
O3 0.024 1.061 -1.064
H1 1.103 0.918 -2.489
H2 1.070 2.471 -5.593
H3 -0.545 4.247 -6.198
H4 -2.225 5.017 -4.538
H5 -2.237 3.983 -2.273
N2 -0.195 -2.074 -1.072
C9 1.092 -2.138 -1.556
C10 2.156 -1.260 -1.324
C11 3.419 -1.523 -1.829
C12 3.681 -2.659 -2.580
C13 2.632 -3.540 -2.827
C14 1.368 -3.286 -2.334
H6 2.024 -0.361 -0.733
H7 4.204 -0.804 -1.623
H8 4.671 -2.852 -2.972
H9 2.800 -4.437 -3.414
H10 0.558 -3.980 -2.523
C15 1.130 3.139 1.485
N3 1.462 3.774 0.222
C16 2.465 3.391 -0.608
Se1 3.709 2.085 -0.316
N4 2.388 4.197 -1.703
C17 1.346 5.095 -1.577
C18 0.866 6.097 -2.400
C19 -0.220 6.825 -1.934
C20 -0.807 6.554 -0.697
C21 -0.329 5.543 0.124
C22 0.760 4.827 -0.338
H11 1.697 2.213 1.556
H12 0.063 2.913 1.490
H13 1.394 3.792 2.317
H14 2.950 4.009 -2.515
H15 1.302 6.294 -3.368
H16 -0.634 7.608 -2.554
H17 -1.663 7.133 -0.378
H18 -0.796 5.309 1.070
C23 -4.992 -3.170 5.192
C24 -3.664 -2.436 5.229
N5 -2.596 -3.217 5.850
C25 -2.516 -3.246 7.307
C26 -3.016 -4.549 7.912
C27 -1.676 -3.946 5.175
O4 -0.818 -4.606 5.746
C28 -1.742 -3.938 3.678
C29 -2.112 -5.079 2.979
C30 -2.098 -5.042 1.594
C31 -1.721 -3.868 0.962
N6 -1.371 -2.778 1.631
C32 -1.360 -2.816 2.958
H19 -5.755 -2.532 4.750
H20 -5.318 -3.458 6.191
H21 -4.908 -4.077 4.590
H22 -3.750 -1.501 5.786
H23 -3.368 -2.146 4.223
H24 -3.109 -2.404 7.671
H25 -1.480 -3.070 7.598
H26 -4.052 -4.738 7.634
H27 -2.961 -4.504 9.000
H28 -2.405 -5.383 7.572
H29 -2.388 -5.977 3.515
H30 -2.360 -5.912 1.006
H31 -1.665 -3.787 -0.120
H32 -1.024 -1.921 3.471
S1 3.686 -7.423 1.379
C33 2.819 -5.920 1.732
C34 2.646 -5.567 3.065
C35 1.936 -4.410 3.359
N7 1.439 -3.599 2.433
C36 1.605 -3.956 1.164
C37 2.263 -5.104 0.759
C38 4.380 -7.107 -0.216
C39 4.973 -5.899 -0.570
C40 5.524 -5.775 -1.832
N8 5.556 -6.755 -2.735
C41 5.002 -7.907 -2.378
C42 4.394 -8.131 -1.152
H33 3.058 -6.169 3.864
H34 1.774 -4.130 4.394
H35 1.189 -3.288 0.425
H36 2.353 -5.318 -0.297
H37 4.985 -5.061 0.112
H38 5.966 -4.833 -2.130
H39 5.026 -8.702 -3.116
H40 3.934 -9.086 -0.937
C43 -4.752 -3.907 -2.237
N9 -3.780 -2.828 -2.212
C44 -2.579 -3.045 -3.019
C45 -4.127 -1.571 -1.860
S2 -3.280 -0.228 -2.411
N10 -5.219 -1.459 -1.039
C46 -5.909 -0.188 -0.936
C47 -5.355 -2.308 0.137
H41 -4.689 -4.408 -3.204
H42 -5.758 -3.508 -2.116
H43 -4.575 -4.649 -1.453
H44 -2.461 -4.121 -3.140
H45 -1.705 -2.627 -2.515
H46 -2.687 -2.571 -3.998
H47 -5.954 0.288 -1.912
H48 -5.416 0.494 -0.240
H49 -6.921 -0.385 -0.579
H50 -4.491 -2.962 0.231
H51 -6.262 -2.919 0.105
H52 -5.393 -1.676 1.027

Calculated values
- Gap between HOMO and LUMO: 0.193 Eh
- Calculated total energy: -6678.6726 Eh
- Total charge: -1
- Energy relative to the best compared isomer or geometry (same formula, charge and spin): 38.4 kJ/mol

These are the Mulliken partial charges, in e, on atoms 1 to 6:
1. Bi 0.688
2. N -0.841
3. C 0.592
4. I -0.065
5. I -0.426
6. O -0.752